Computed, not measured: an isolated ion of composition C6H11N2 and charge +2 at a distorted geometry, with the ωB97M-V functional and the def2-TZVPD basis.

Properties
* E: -9359.6829 eV
* E_LUMO (spin up / spin down): -10.005 / -13.276 eV
* energy above the lowest of the compared OMol25 structures with the same formula, charge and spin: 2.0708 eV
* net charge: +2
* 2S+1: 2

Each line ends with the Löwdin charge.
Geometry (Å):
H 0.635 -2.473 2.832  0.220
H 0.895 -0.027 2.007  0.190
H -1.490 0.592 -0.941  0.185
H -0.780 -3.797 1.230  0.158
C 0.341 -0.849 1.486  0.183
C -0.402 0.375 -0.832  -0.103
H -0.617 3.062 -1.150  0.086
N -0.782 -2.004 0.004  0.225
C 0.353 2.639 -1.350  -0.099
H -0.291 0.150 -1.876  0.152
H -1.317 -2.231 -0.804  0.194
H 1.139 3.458 -1.191  0.130
C -0.182 -0.783 0.079  -0.022
H 0.224 2.513 -2.427  0.096
C 0.598 1.478 -0.455  -0.260
N 0.089 -2.050 2.087  0.205
H 1.586 0.952 -0.508  0.139
H 0.531 1.806 0.647  0.143
C -0.529 -2.811 1.161  0.177

Computed, not measured: an isolated ion of composition C6H11N2O and charge +1 at a distorted geometry, with the ωB97M-V functional and the def2-TZVPD basis.

Properties
* E: -11419.5410 eV
* E_LUMO: -3.335 eV
* SMILES string: C[C@]([NH3+])(O)c1ccc[nH]1
* energy above the lowest of the compared OMol25 structures with the same formula, charge and spin: 2.6257 eV
* net charge: +1

Each line ends with the Löwdin charge.
Geometry (Å):
O -1.642 -1.574 -0.173  0.080
C 0.633 -0.016 0.095  -0.202
C 2.617 0.747 -0.152  -0.081
H -1.554 1.453 1.102  0.118
C 1.309 1.134 -0.043  -0.095
H -1.345 -2.111 0.537  0.113
C -1.152 -0.319 -0.029  -0.495
N 1.408 -1.105 0.139  0.071
H 1.125 -2.045 0.150  0.143
C 2.700 -0.639 0.018  -0.062
H 3.457 1.410 -0.306  0.113
H 0.783 2.132 0.030  0.141
H -0.583 0.493 -1.905  0.196
N -1.428 0.340 -1.316  0.284
H -2.078 -0.187 -1.788  0.140
C -1.840 0.345 1.125  -0.003
H -1.202 -0.110 1.962  0.135
H -2.914 0.174 1.249  0.105
H -1.756 1.247 -0.999  0.168
H 3.462 -1.369 0.303  0.130

Computed, not measured: an isolated ion of composition C6H11N2O and charge +1 at a distorted geometry, with the ωB97M-V functional and the def2-TZVPD basis.

Properties
* E: -11418.7499 eV
* E_LUMO: -4.175 eV
* SMILES string: C=N/C=[NH+]/C=C(/C)OC
* energy above the lowest of the compared OMol25 structures with the same formula, charge and spin: 3.4168 eV
* net charge: +1

Each line ends with the Löwdin charge.
Geometry (Å):
H 0.274 2.177 0.177  0.142
C 4.669 -0.822 -0.023  0.110
C 0.262 1.080 0.175  -0.044
H 4.855 -1.384 0.787  0.069
N 3.702 -0.040 -0.127  0.090
C 2.626 0.582 0.430  -0.037
H -2.615 1.322 1.305  0.141
O -0.963 -0.874 0.176  -0.070
H -1.970 -2.677 0.166  0.125
H 5.251 -0.874 -0.934  0.111
H -2.996 0.709 -0.400  0.110
H -3.051 -1.357 0.276  0.110
H 1.168 -0.550 -0.408  0.182
N 1.397 0.329 0.062  0.075
H -2.278 -1.659 -1.209  0.097
H -2.077 2.169 -0.140  0.077
C -1.005 0.497 0.164  -0.288
C -2.041 -1.590 -0.157  -0.147
C -2.238 1.210 0.247  -0.015
H 2.834 1.455 1.018  0.161

Computed, not measured: an isolated ion of composition C6H11N2O and charge +1 at a distorted geometry, with the ωB97M-V functional and the def2-TZVPD basis.

Properties
* E: -11418.3927 eV
* E_LUMO: -4.392 eV
* SMILES string: CC(C)c1onc[n+]1C
* energy above the lowest of the compared OMol25 structures with the same formula, charge and spin: 3.7741 eV
* net charge: +1

Each line ends with the Löwdin charge.
Geometry (Å):
H 3.075 -1.574 -0.241  0.121
H -2.278 1.266 -1.466  0.093
N 1.515 -0.376 0.531  0.022
H 2.939 -0.145 2.078  0.140
C 0.179 0.310 0.494  -0.112
N 1.329 1.072 2.184  0.149
C -0.810 0.261 -0.561  -0.297
C -2.107 -0.352 0.061  -0.023
C 1.965 -1.528 -0.203  -0.007
O 0.282 1.180 1.399  0.124
H -1.255 2.408 -0.492  0.065
C 2.023 0.100 1.683  -0.062
C -1.275 1.619 -1.155  0.008
H -1.994 -1.339 0.337  0.062
H -0.652 1.737 -2.095  0.120
H -2.739 0.254 0.745  0.127
H -0.554 -0.462 -1.339  0.150
H 1.569 -1.531 -1.274  0.120
H 1.473 -2.483 0.145  0.125
H -2.685 -0.415 -0.832  0.075